[1]
A molecular structure, C44H68ClGeN5NaO2P3. Source: the Open Molecules 2025 dataset; level of theory: the ωB97M-V functional and the def2-TZVPD basis.

Summary:
* Kohn-Sham gap (spin up / spin down): 6.63 / 4.89 eV
* 2S+1: 2
* net charge: +1

CARTESIAN COORDINATES (ANGSTROEM)
Na (-22.2932, 4.0388, 4.1757)
C (-20.6465, 5.9172, 1.3027)
C (-20.0307, 4.5395, 1.1045)
C (-18.9192, 4.6328, 0.0065)
P (-19.4720, 3.7130, 2.7366)
C (-18.0083, 4.9518, 3.2714)
N (-18.1511, 5.2652, 4.6365)
Ge (-19.7028, 4.6956, 5.8546)
N (-18.9774, 3.2152, 7.0535)
C (-19.8532, 2.2010, 7.6584)
P (-20.6123, 0.9126, 6.4785)
C (-19.5470, -0.5897, 6.6192)
C (-19.1891, -1.3102, 7.9876)
C (-20.0616, -1.5597, 5.5830)
C (-22.0411, 0.4680, 7.6137)
C (-23.0753, -0.2200, 6.6892)
C (-21.8496, -0.1989, 8.9586)
C (-17.5747, 3.1963, 7.2157)
C (-16.8272, 1.9699, 7.2650)
C (-15.4232, 2.1407, 7.5445)
C (-14.7900, 3.3755, 7.7806)
C (-15.5937, 4.5172, 7.8227)
C (-16.9318, 4.4243, 7.4726)
N (-17.7497, 5.5980, 7.3164)
C (-17.3360, 6.6186, 6.4170)
C (-16.7737, 7.8248, 6.8858)
C (-16.0939, 8.6455, 6.0608)
C (-15.7987, 8.2069, 4.7193)
C (-16.4576, 7.0970, 4.2292)
C (-17.3810, 6.3298, 5.0316)
C (-18.4516, 5.9382, 8.4937)
C (-17.8622, 5.8812, 9.7221)
C (-18.5006, 6.5283, 10.8167)
C (-19.7234, 7.1710, 10.6682)
C (-20.4439, 6.9878, 9.4447)
C (-19.8119, 6.3664, 8.2892)
N (-20.4631, 6.0021, 7.1256)
C (-21.5646, 6.8915, 6.6969)
P (-23.2350, 6.0773, 6.3809)
C (-24.2690, 7.6088, 6.0447)
C (-25.7412, 7.4377, 6.2321)
C (-23.9745, 8.9578, 6.7355)
C (-23.7145, 5.4398, 8.2048)
C (-24.8217, 4.3497, 8.0754)
C (-24.1627, 6.5841, 9.1623)
C (-18.8582, 2.0755, 2.0915)
C (-19.4338, 0.8795, 2.8201)
C (-17.3280, 2.0280, 2.0922)
H (-21.7692, 5.6997, 1.2545)
H (-20.3807, 6.5733, 0.4614)
H (-20.4276, 6.3601, 2.2994)
H (-20.7920, 3.7901, 0.7509)
H (-18.5156, 3.6236, -0.2934)
H (-17.9881, 5.1699, 0.2361)
H (-19.4184, 5.0688, -0.8406)
H (-17.9765, 5.8661, 2.7063)
H (-17.1241, 4.4265, 2.9741)
H (-20.6490, 2.7050, 8.2202)
H (-19.2848, 1.6996, 8.4630)
H (-18.5872, -0.2407, 6.2724)
H (-19.9740, -2.0106, 8.3678)
H (-18.8119, -0.5958, 8.7682)
H (-18.3245, -1.9345, 7.7678)
H (-20.5696, -2.3785, 6.1338)
H (-19.2463, -1.9161, 5.0267)
H (-20.6906, -1.1204, 4.8112)
H (-22.4770, 1.5390, 7.7870)
H (-22.9935, 0.1480, 5.6902)
H (-24.1030, -0.1252, 7.1390)
H (-22.7979, -1.2932, 6.7061)
H (-22.2793, -1.1935, 8.9505)
H (-22.4035, 0.3820, 9.7851)
H (-20.7796, -0.1325, 9.3191)
H (-17.1638, 0.9136, 7.2662)
H (-14.7487, 1.2778, 7.4648)
H (-13.7364, 3.3551, 7.9729)
H (-15.0386, 5.4918, 7.9108)
H (-16.8906, 8.1375, 7.9175)
H (-15.8906, 9.6396, 6.5053)
H (-15.0983, 8.8087, 4.1506)
H (-16.0962, 6.6907, 3.2748)
H (-16.8788, 5.4364, 9.9354)
H (-18.1156, 6.3909, 11.8473)
H (-20.0754, 7.8160, 11.4686)
H (-21.4671, 7.3164, 9.3897)
H (-21.3212, 7.3708, 5.7207)
H (-21.7307, 7.6992, 7.4376)
H (-24.1604, 7.7391, 4.9664)
H (-26.0305, 7.4399, 7.2994)
H (-26.1349, 6.5139, 5.8155)
H (-26.3369, 8.2830, 5.7873)
H (-24.5297, 9.7783, 6.3163)
H (-22.9262, 9.3502, 6.6523)
H (-24.1098, 8.7959, 7.8085)
H (-22.8172, 4.9240, 8.6121)
H (-24.4882, 3.3040, 8.0053)
H (-25.5166, 4.4672, 7.2696)
H (-25.4100, 4.3133, 9.0395)
H (-25.0918, 6.9937, 8.8771)
H (-23.4145, 7.3543, 9.2664)
H (-24.3177, 6.0853, 10.1397)
H (-19.2085, 1.9881, 1.0739)
H (-19.1257, 0.8387, 3.9233)
H (-18.9718, -0.0394, 2.3469)
H (-20.5539, 0.8024, 2.8012)
H (-16.8505, 1.9755, 3.0606)
H (-16.8240, 2.8863, 1.7005)
H (-16.9829, 1.2315, 1.4686)
O (-25.4460, 1.3837, 4.0766)
H (-25.7984, 0.5082, 4.3820)
H (-26.2087, 1.9545, 3.9925)
O (-23.2881, 2.5071, 2.8174)
H (-23.2537, 2.4119, 1.8522)
H (-24.1784, 2.1813, 3.1073)
Cl (-27.4962, 3.4384, 11.0779)
C (-26.1100, 2.7627, 11.8038)
C (-25.7558, 3.1453, 13.1021)
C (-24.5562, 2.5693, 13.5766)
C (-23.9177, 1.6117, 12.8085)
N (-24.3256, 1.2474, 11.5792)
C (-25.4629, 1.7501, 11.1328)
H (-26.3761, 3.9082, 13.6127)
H (-24.0882, 2.8286, 14.5187)
H (-22.9984, 1.1422, 13.1485)
H (-25.8657, 1.4851, 10.1501)

[2]
22 unconnected molecules or ions with the total composition C15H73NO22. Source: the Open Molecules 2025 dataset; level of theory: the ωB97M-V functional and the def2-TZVPD basis.

Summary:
* Kohn-Sham gap: 8.63 eV

CARTESIAN COORDINATES (ANGSTROEM)
C (-1.8644, -3.6055, 4.3825)
O (-2.4640, -2.3265, 4.3802)
H (-1.7911, -4.0315, 3.3777)
H (-0.8254, -3.5404, 4.7456)
H (-2.4059, -4.2678, 5.0538)
H (-2.3205, -1.9276, 3.5062)
C (-2.8930, 4.8165, 2.3897)
O (-3.2603, 5.5403, 3.5396)
H (-3.7657, 4.6386, 1.7596)
H (-2.1873, 5.3848, 1.7737)
H (-2.5050, 3.8366, 2.6753)
H (-2.6536, 5.3532, 4.2571)
C (3.4300, 4.3599, 0.9003)
O (4.6811, 3.6717, 1.0373)
H (3.6009, 5.4377, 1.0030)
H (2.9649, 4.1837, -0.0602)
H (2.7780, 4.0895, 1.7349)
H (5.2237, 4.1438, 1.6735)
C (0.8977, -0.9944, 4.7091)
O (2.2239, -1.0011, 4.1851)
H (0.7528, -1.8774, 5.3266)
H (0.7395, -0.0916, 5.3136)
H (0.1384, -1.0009, 3.9219)
H (2.2730, -0.4140, 3.4125)
C (3.2359, 2.0336, -4.2832)
O (3.0231, 2.7570, -3.0738)
H (2.6420, 2.4422, -5.1072)
H (4.2796, 2.1125, -4.5768)
H (2.9510, 0.9860, -4.1575)
H (2.1147, 2.5781, -2.8105)
C (-5.2044, 1.9093, 2.6012)
O (-5.0448, 2.1325, 3.9890)
H (-6.0900, 2.4582, 2.2931)
H (-4.3201, 2.2557, 2.0607)
H (-5.3379, 0.8402, 2.4159)
H (-4.2558, 1.6431, 4.2475)
O (2.3098, -5.1870, 1.3895)
H (2.7305, -4.4764, 1.8987)
H (3.0390, -5.7421, 1.0867)
O (2.4634, -4.2996, -1.4203)
H (3.4214, -4.3861, -1.4289)
H (2.1832, -4.6008, -0.5375)
O (4.6921, 0.6162, 0.4089)
H (5.0170, 0.0149, -0.2716)
H (5.3848, 1.2816, 0.5200)
O (-3.9509, 1.7989, -2.3021)
H (-4.7194, 1.4348, -1.8484)
H (-3.8877, 2.7068, -1.9862)
O (-0.4292, -1.3210, -5.9006)
H (-0.4848, -2.1555, -5.4197)
H (-1.2505, -0.8578, -5.6891)
O (-2.8374, -0.0313, -4.3527)
H (-3.0098, 0.7181, -3.7557)
H (-3.4670, -0.7111, -4.0917)
O (4.6484, -2.3695, 1.1327)
H (4.6558, -1.4200, 0.9393)
H (4.9870, -2.7931, 0.3372)
O (-0.4746, 2.0434, -5.3479)
H (-0.2791, 2.4781, -4.5055)
H (-1.0557, 1.3067, -5.1225)
O (-2.6865, -0.9792, 1.9310)
H (-1.9076, -0.5773, 1.5077)
H (-3.2435, -1.2234, 1.1804)
O (-3.8407, -1.2994, -0.7797)
H (-3.3803, -0.8594, -1.5059)
H (-4.7797, -1.2149, -0.9802)
O (0.8699, -4.6479, -3.8733)
H (1.4162, -4.3740, -3.1202)
H (0.8032, -5.6034, -3.7897)
O (-0.3634, -6.0650, 1.9267)
H (-0.1091, -6.8680, 2.3906)
H (0.4685, -5.7092, 1.5737)
O (2.9278, 1.1714, 2.5261)
H (3.2921, 0.9471, 1.6496)
H (3.5382, 1.8247, 2.8799)
O (-0.1378, 4.0289, -3.3726)
H (-0.2606, 4.4130, -2.4975)
H (-0.2948, 4.7571, -3.9861)
O (-2.2750, -3.8162, -2.2028)
H (-1.6989, -4.5735, -2.0534)
H (-2.6202, -3.5914, -1.3297)
C (0.1386, -2.2665, 0.8048)
C (0.5494, -1.0264, 0.0011)
C (0.1698, -1.2934, -1.4590)
C (0.2929, -0.0478, -2.3224)
C (-0.6561, 1.0025, -1.7638)
C (-0.3768, 1.3662, -0.3011)
N (-0.2481, 0.1286, 0.4917)
O (0.1005, 0.4456, 1.8415)
C (0.7951, 2.3514, -0.1518)
C (-1.6568, 2.0289, 0.1787)
C (2.0679, -0.8541, 0.0536)
H (-0.8437, -2.5826, 0.4624)
H (0.1414, -2.0888, 1.8783)
H (0.8881, -3.0247, 0.5720)
H (0.8172, -2.0907, -1.8301)
H (-0.8577, -1.6657, -1.4859)
H (0.0113, -0.3747, -3.3269)
H (1.3059, 0.3581, -2.3823)
H (-1.6742, 0.6621, -1.9348)
H (-0.4876, 1.9173, -2.3390)
H (0.4810, 3.3304, -0.5172)
H (1.0466, 2.4649, 0.8998)
H (1.6624, 1.9967, -0.7082)
H (-2.0237, 2.7801, -0.5315)
H (-2.5131, 1.3497, 0.2343)
H (-1.5967, 2.4801, 1.1709)
H (2.5467, -1.7736, -0.2625)
H (2.3859, -0.6058, 1.0652)
H (2.3387, -0.0093, -0.5771)
H (1.0301, 0.7276, 1.8350)

Ordered strongest force on any atom results: 0.0626 0.0270; unit hartree/bohr.